# 1
Molecular formula: C3H6N2O
Method: DFT, the ωB97M-V functional and the def2-TZVPD basis

CARTESIAN COORDINATES (ANGSTROEM)
C1 0.56223 0.47300 0.86982
C2 1.35364 -0.23906 0.00498
N1 1.00165 0.07767 -1.25758
C3 -0.08043 0.96488 -1.13365
N2 -0.37066 1.13631 0.12171
H1 0.89748 0.59567 1.88399
H2 2.07683 -0.99702 0.26475
H3 1.41486 -0.26049 -2.10722
H4 -0.44763 1.37218 -2.05756
H5 -1.82169 -0.37147 0.94690
H6 -2.29139 -1.76382 0.94325
O1 -2.29490 -0.98785 1.52060

Output
HOMO (eV): -9.053
SMILES: c1c[nH]cn1.O
Kohn-Sham gap (eV): 9.8
LUMO (eV): 0.7
E_tot (eV): -8235.460

# 2
Molecular formula: C3H6N2O
Method: DFT, the ωB97M-V functional and the def2-TZVPD basis

CARTESIAN COORDINATES (ANGSTROEM)
N1 -1.50743 -0.67340 0.44269
C1 -0.82075 -0.05602 -0.67650
C2 0.45089 0.51162 0.04374
O1 0.82811 -0.25335 1.27005
C3 1.67812 0.53174 -0.72957
N2 2.70867 0.36332 -1.22215
H1 -0.72683 -0.83060 1.11110
H2 -2.10219 0.02922 0.87021
H3 -0.58241 -0.76926 -1.48242
H4 -1.43496 0.72348 -1.17806
H5 0.16455 1.49526 0.43638
H6 1.34422 -1.07201 1.11455

Output
HOMO (eV): -9.719
SMILES: N#C[C@H](O)CN
Kohn-Sham gap (eV): 10.4
LUMO (eV): 0.6
E_tot (eV): -8234.419

# 3
Molecular formula: C3H6N2O
Method: DFT, the ωB97M-V functional and the def2-TZVPD basis

CARTESIAN COORDINATES (ANGSTROEM)
C1 -1.17617 0.00199 0.29226
N1 -0.78789 0.15039 -2.26564
C2 0.29216 -0.18038 -1.98211
N2 0.28120 -0.37826 0.04554
C3 1.21932 0.48352 0.67059
O1 1.68366 0.27000 1.75998
H1 -1.27694 -0.08338 1.36512
H2 -1.43444 1.02437 -0.02936
H3 -1.91135 -0.64618 -0.21356
H4 1.31877 -0.44742 -2.12898
H5 0.48492 -1.34114 0.31291
H6 1.50772 1.36775 0.06436

Output
HOMO (eV): -9.231
SMILES: CNC=O.C#N
Kohn-Sham gap (eV): 9.8
LUMO (eV): 0.6
E_tot (eV): -8233.525

# 4
Molecular formula: C3H6N2O
Method: DFT, the ωB97M-V functional and the def2-TZVPD basis

CARTESIAN COORDINATES (ANGSTROEM)
C1 0.75876 -0.02146 -0.25689
C2 -2.25269 0.11543 0.09371
C3 2.13195 0.40958 0.13669
N1 0.21277 -0.94563 0.39117
N2 -1.47211 -0.93915 -0.10731
O1 -2.04537 1.19458 0.56261
H1 0.11918 0.55160 -0.90234
H2 -3.27851 -0.15077 -0.07210
H3 2.79079 0.46581 -0.81823
H4 2.54447 -0.25178 0.70886
H5 2.17885 1.44240 0.47108
H6 -1.68808 -1.87062 -0.20725

Output
HOMO (eV): -9.717
SMILES: C/C=N/NC=O
Kohn-Sham gap (eV): 10.5
LUMO (eV): 0.8
E_tot (eV): -8233.087

> Among the records above, which one has the lowest E_tot?

number 1